Computed, not measured: C15H27AgF6N3NbO2 as an isolated structure in a non-equilibrium geometry, with ωB97M-V/def2-TZVPD.

Output
Charge   +2
Frontier orbital gap (spin up / spin down)   5.0 / 5.0 eV
Multiplicity   1
Max |F|   10.07 eV/A
HOMO level (spin up / spin down)   -15.454 / -15.449 eV

CARTESIAN COORDINATES (ANGSTROEM)
N (1.8909, -0.4275, -0.9153)
C (3.2008, -0.6036, -0.2130)
O (3.6665, -1.5427, 0.5501)
Ag (3.2853, -0.4529, -2.4549)
Nb (0.0734, -0.0761, -0.4616)
N (-0.9934, -1.6515, -1.1830)
N (-0.4147, 1.7810, -1.0844)
C (-0.5231, -3.0549, -1.2712)
C (0.0515, 3.0965, -0.6422)
C (0.6341, -3.1186, -2.2682)
C (-1.5742, -4.0348, -1.7811)
C (-0.0021, -3.5485, 0.0856)
C (0.0801, 4.0951, -1.7938)
C (-0.7891, 3.7077, 0.4800)
C (1.4800, 2.8896, -0.1750)
H (0.2881, -2.7310, -3.2395)
H (0.9706, -4.1683, -2.3717)
H (1.4839, -2.5178, -1.9208)
H (-2.3838, -4.1379, -1.0611)
H (-1.1266, -5.0312, -1.9130)
H (-1.9712, -3.7177, -2.7480)
H (0.7639, -2.8777, 0.5172)
H (0.4649, -4.5482, -0.0446)
H (-0.8385, -3.5985, 0.7999)
H (0.7566, 3.7161, -2.5748)
H (0.4834, 5.0484, -1.4219)
H (-0.9271, 4.3008, -2.1848)
H (-1.7817, 4.0084, 0.1133)
H (-0.2495, 4.6065, 0.8153)
H (-0.8834, 3.0192, 1.3243)
H (1.5274, 2.3788, 0.7968)
H (1.9472, 3.8690, -0.0665)
H (2.0265, 2.3329, -0.9472)
C (-1.3525, 1.7627, -2.2257)
H (-1.5097, 0.7517, -2.6388)
H (-2.3386, 2.1894, -1.9041)
H (-1.0108, 2.3412, -3.1154)
C (-2.4265, -1.4570, -1.3890)
H (-3.0820, -2.1813, -0.8975)
H (-2.6801, -0.4904, -0.9676)
H (-2.7597, -1.4244, -2.4405)
C (1.6655, 0.9527, 3.0009)
C (0.4184, 0.1337, 2.7833)
O (0.0116, 0.0537, 1.3901)
C (0.5921, -1.3399, 3.2666)
F (0.9783, -1.4185, 4.5681)
F (-0.5335, -2.0899, 3.1089)
F (1.5908, -1.8952, 2.5081)
C (-0.7524, 0.7225, 3.5716)
F (-0.4726, 0.8739, 4.8948)
F (-1.0282, 1.9896, 3.1262)
F (-1.8840, 0.0069, 3.4853)
H (2.4178, 0.7085, 2.2443)
H (2.0868, 0.7777, 3.9959)
H (1.4527, 2.0217, 2.8898)

***

Computed, not measured: H16NaO8 as an isolated structure in a non-equilibrium geometry, with ωB97M-V/def2-TZVPD.

Output
Charge   +1
Frontier orbital gap   9.5 eV
ΔE to the lowest compared entry with this formula, charge and spin   19.021 eV
Multiplicity   1
Max |F|   12.71 eV/A
HOMO level   -13.040 eV

CARTESIAN COORDINATES (ANGSTROEM)
Na (-26.5163, 25.2426, 34.7988)
O (-27.8324, 24.2509, 36.6950)
H (-27.1461, 23.8949, 36.1306)
H (-27.5143, 25.1196, 36.9408)
O (-28.3046, 25.3256, 34.6903)
H (-28.5105, 24.4352, 34.4057)
H (-28.9673, 25.8719, 34.2677)
O (-26.2407, 25.0066, 33.2261)
H (-25.8661, 25.7327, 32.7275)
H (-25.8577, 24.2225, 32.8327)
O (-24.9287, 26.3952, 34.6278)
H (-24.5817, 26.1567, 33.7681)
H (-25.1580, 27.3208, 34.5456)
O (-26.9537, 26.0860, 36.2864)
H (-27.5666, 26.5899, 36.8218)
H (-26.2373, 25.8680, 36.8826)
O (-27.1410, 27.2990, 34.6463)
H (-27.1186, 27.0714, 35.5758)
H (-27.9575, 27.7868, 34.5383)
O (-27.3486, 23.6423, 34.3445)
H (-27.2484, 23.4602, 33.4102)
H (-27.9243, 22.9475, 34.6641)
O (-25.9783, 23.9850, 35.8234)
H (-26.1911, 23.3028, 36.4603)
H (-25.0780, 23.7947, 35.5598)

***

Computed, not measured: C36H67MoNOP2Si3 as an isolated structure, with ωB97M-V/def2-TZVPD.

Output
Expectation value of S²   2.06
Charge   +2
Frontier orbital gap (spin up / spin down)   6.4 / 6.8 eV
Multiplicity   3
Max |F|   0.60 eV/A
HOMO level (spin up / spin down)   -13.099 / -13.440 eV

CARTESIAN COORDINATES (ANGSTROEM)
Mo (0.1611, -0.4119, -0.1245)
C (0.8255, -0.3036, 4.6244)
C (-0.1964, 0.4177, 3.7444)
C (-1.3584, 0.9705, 4.5776)
P (-0.7310, -0.6193, 2.2939)
C (-1.0265, -2.3087, 2.9831)
C (-1.2594, -3.4057, 1.9454)
C (-2.0329, -2.4525, 4.1266)
C (-2.1488, 0.3557, 1.7120)
C (-3.4710, 0.2263, 2.1284)
C (-4.4609, 1.0798, 1.6629)
C (-5.8835, 0.9557, 2.1238)
C (-4.0917, 2.0649, 0.7455)
C (-2.7887, 2.2039, 0.3045)
C (-1.7955, 1.3600, 0.7993)
N (-0.4368, 1.3617, 0.3167)
C (0.3580, 2.5352, 0.1264)
C (-0.1413, 3.8278, 0.1429)
C (0.6792, 4.8921, -0.2125)
C (2.0046, 4.7104, -0.5814)
C (2.8757, 5.8601, -0.9970)
C (2.5237, 3.4183, -0.4963)
C (1.7322, 2.3417, -0.1272)
P (2.3467, 0.7068, 0.3466)
C (2.8704, 0.8777, 2.1134)
C (3.6691, -0.3438, 2.5785)
C (3.5813, 2.1965, 2.4259)
C (3.8581, 0.1260, -0.5300)
C (5.1548, 0.9168, -0.3273)
C (3.5898, -0.0414, -2.0136)
H (1.3662, 0.4221, 5.2328)
H (1.5583, -0.8740, 4.0555)
H (0.3280, -0.9902, 5.3088)
H (0.2622, 1.2939, 3.2770)
H (-1.9858, 0.1945, 5.0093)
H (-1.9910, 1.6431, 4.0028)
H (-0.9317, 1.5419, 5.4036)
H (-0.0251, -2.4728, 3.4043)
H (-2.3159, -3.4860, 1.7014)
H (-0.9471, -4.3613, 2.3681)
H (-0.7052, -3.2498, 1.0184)
H (-3.0548, -2.3011, 3.7833)
H (-1.8373, -1.7887, 4.9628)
H (-1.9736, -3.4745, 4.5037)
H (-3.7376, -0.5435, 2.8395)
H (-6.0136, 0.1070, 2.7921)
H (-6.5558, 0.8289, 1.2749)
H (-6.1964, 1.8559, 2.6533)
H (-4.8501, 2.7277, 0.3475)
H (-2.5616, 2.9395, -0.4518)
H (-1.1634, 4.0278, 0.4189)
H (0.2621, 5.8910, -0.2116)
H (2.2966, 6.7741, -1.1080)
H (3.3678, 5.6521, -1.9470)
H (3.6555, 6.0440, -0.2566)
H (3.5760, 3.2703, -0.6959)
H (1.9351, 0.8870, 2.6626)
H (4.6842, -0.3415, 2.1901)
H (3.2015, -1.2873, 2.2905)
H (3.7450, -0.3334, 3.6653)
H (4.5010, 2.3274, 1.8598)
H (3.8456, 2.2030, 3.4849)
H (2.9394, 3.0561, 2.2381)
H (3.9856, -0.8666, -0.0812)
H (5.0741, 1.9409, -0.6850)
H (5.9317, 0.4344, -0.9220)
H (5.5022, 0.9393, 0.6997)
H (3.6067, 0.9260, -2.5126)
H (2.6236, -0.5045, -2.2016)
H (4.3651, -0.6593, -2.4688)
C (2.0246, -3.2078, 0.2297)
O (1.1156, -2.3760, -0.4928)
Si (0.4086, -2.7058, -2.0429)
C (-0.4727, -4.3293, -1.8297)
C (1.7421, -2.9734, -3.3051)
C (-0.5458, -1.0958, -2.0399)
Si (-0.2981, 0.1310, -3.5411)
C (1.4179, 0.4678, -4.2178)
C (-1.2017, -0.5758, -5.0317)
C (-0.9317, 1.8360, -3.0503)
Si (-2.4599, -1.4828, -2.1274)
C (-2.8788, -2.7458, -3.4547)
C (-3.1038, -2.2212, -0.5244)
C (-3.5495, -0.0020, -2.4626)
H (1.6468, -4.2290, 0.2713)
H (2.1137, -2.8229, 1.2443)
H (3.0013, -3.2022, -0.2555)
H (0.1828, -5.0239, -1.2979)
H (-0.6718, -4.7820, -2.8013)
H (-1.4124, -4.2715, -1.2872)
H (2.1303, -3.9900, -3.2114)
H (2.5779, -2.2826, -3.2337)
H (1.3250, -2.8861, -4.3113)
H (2.0560, -0.3909, -4.4131)
H (1.9604, 1.1960, -3.6199)
H (1.2200, 0.9410, -5.1829)
H (-1.0489, -1.6502, -5.1408)
H (-0.7959, -0.1011, -5.9257)
H (-2.2742, -0.3951, -5.0298)
H (-1.4632, 1.8301, -2.1020)
H (-1.6153, 2.2349, -3.8013)
H (-0.0973, 2.5361, -2.9683)
H (-2.0637, -3.3980, -3.7596)
H (-3.2627, -2.2634, -4.3516)
H (-3.6734, -3.3844, -3.0613)
H (-2.9521, -3.2982, -0.4937)
H (-4.1823, -2.0472, -0.4928)
H (-2.6934, -1.7918, 0.3850)
H (-3.3568, 0.4959, -3.4089)
H (-3.5243, 0.7422, -1.6721)
H (-4.5685, -0.3970, -2.5070)

***

Computed, not measured: a 3-piece molecular cluster, C6H15N2 overall in a non-equilibrium geometry, with ωB97M-V/def2-TZVPD.

Output
Expectation value of S²   0.75
Charge   0
Frontier orbital gap (spin up / spin down)   9.7 / 9.6 eV
ΔE to the lowest compared entry with this formula, charge and spin   1.858 eV
Multiplicity   2
Max |F|   2.32 eV/A
HOMO level (spin up / spin down)   -8.693 / -9.280 eV

CARTESIAN COORDINATES (ANGSTROEM)
N (1.3644, 3.5344, 0.4395)
C (-6.4061, -0.4962, 0.6846)
C (-6.9459, -1.2300, -0.2706)
N (1.3779, 0.3134, -0.1528)
C (1.4565, -0.9951, 0.4943)
C (2.9029, -1.4715, 0.5125)
C (3.4330, -0.8512, -0.7846)
C (2.6057, 0.4427, -0.9419)
H (1.2821, 2.5436, 0.6029)
H (0.6673, 4.0723, 0.9261)
H (1.3914, 3.7729, -0.5374)
H (-5.7070, 0.3172, 0.5246)
H (-6.4755, -0.7739, 1.7296)
H (-7.3471, -2.1887, 0.0141)
H (-7.0150, -0.8998, -1.2936)
H (1.0286, -1.3136, -0.5020)
H (0.9311, -1.1584, 1.4274)
H (3.4187, -1.0412, 1.3811)
H (2.9748, -2.5523, 0.6371)
H (3.3813, -1.5346, -1.6412)
H (4.5200, -0.7231, -0.6862)
H (2.3124, 0.5762, -1.9864)
H (3.2173, 1.3092, -0.6853)

***

Computed, not measured: an isolated molecule of C4HN2P in a non-equilibrium geometry, with ωB97M-V/def2-TZVPD.

Output
Charge   0
Frontier orbital gap   8.3 eV
ΔE to the lowest compared entry with this formula, charge and spin   0.452 eV
Multiplicity   1
Max |F|   3.67 eV/A
HOMO level   -10.275 eV

CARTESIAN COORDINATES (ANGSTROEM)
N (2.4648, -0.6529, 1.3723)
C (1.7026, -0.5951, 0.4858)
C (0.6335, -0.4637, -0.4108)
P (0.1957, 0.0708, -1.9257)
C (-0.8007, -0.1659, -0.3703)
C (-1.1051, 0.9958, 0.3800)
N (-1.4200, 1.8280, 1.0839)
H (-1.6709, -1.0170, -0.6152)

***

Computed, not measured: an isolated molecule of C15H10INO4 in a non-equilibrium geometry, with ωB97M-V/def2-TZVPD.

Output
Charge   0
Frontier orbital gap   8.7 eV
ΔE to the lowest compared entry with this formula, charge and spin   0.708 eV
Multiplicity   1
Max |F|   5.77 eV/A
HOMO level   -8.867 eV

CARTESIAN COORDINATES (ANGSTROEM)
O (-1.8262, 0.4078, -2.9405)
C (-1.3018, -0.6213, -2.4470)
O (-1.4566, -1.8182, -2.9399)
C (-0.6468, -2.7456, -2.1529)
C (-0.0734, -1.9162, -1.0775)
C (-0.3333, -0.6605, -1.2797)
C (0.2791, 0.4174, -0.6008)
C (-0.7499, 1.2542, 0.1340)
C (-1.3140, 0.7067, 1.2675)
C (-2.1308, 1.3936, 2.0492)
C (-2.3366, 2.7572, 1.8716)
I (-3.7278, 3.7112, 3.4142)
C (-1.8089, 3.3719, 0.7044)
C (-0.9344, 2.6037, -0.1098)
C (1.5097, -0.1158, 0.1878)
C (1.8262, -1.4493, 0.2126)
C (3.2538, -1.6093, 0.8957)
O (3.4335, -0.3423, 1.4922)
C (2.5604, 0.5054, 0.9693)
O (2.5246, 1.7100, 1.2459)
N (0.8397, -2.3974, -0.1065)
H (-1.3860, -3.5683, -1.9248)
H (0.2000, -3.2068, -2.7322)
H (0.9235, 1.1239, -1.3348)
H (-1.1816, -0.3753, 1.3882)
H (-2.5161, 0.7851, 2.8277)
H (-1.9807, 4.4400, 0.5642)
H (-0.3573, 3.0653, -0.9623)
H (3.5099, -2.3907, 1.6818)
H (4.0088, -1.6840, -0.0051)
H (1.1932, -3.3521, -0.2924)

***

Computed, not measured: a 2-piece molecular cluster, C3H7NO4 overall in a non-equilibrium geometry, with ωB97M-V/def2-TZVPD.

Output
Charge   0
Frontier orbital gap   10.9 eV
ΔE to the lowest compared entry with this formula, charge and spin   1.519 eV
Multiplicity   1
Max |F|   5.82 eV/A
HOMO level   -10.623 eV

CARTESIAN COORDINATES (ANGSTROEM)
C (0.0462, 1.4284, -1.2921)
C (-1.0585, 0.6597, -0.7844)
O (-2.2523, 0.9811, -0.6872)
N (-0.9396, -0.7237, -0.2162)
C (0.2197, -1.3274, 0.2110)
O (1.3249, -0.9763, -0.0717)
O (-0.0482, -2.2720, 1.1169)
H (-0.1487, 2.4929, -1.2883)
H (1.1368, 1.2194, -0.9226)
H (0.3225, 1.1249, -2.2764)
H (-1.9036, -0.9978, 0.1422)
H (0.4254, -2.1904, 1.9996)
O (1.8870, 1.7696, 1.3001)
H (2.1501, 0.8395, 1.4266)
H (2.0593, 1.9942, 0.3611)

***

Computed, not measured: C5H11N4 as an isolated structure in a non-equilibrium geometry, with ωB97M-V/def2-TZVPD.

Output
Charge   +1
Frontier orbital gap (spin up / spin down)   8.4 / 8.4 eV
ΔE to the lowest compared entry with this formula, charge and spin   4.432 eV
Multiplicity   1
Max |F|   5.41 eV/A
HOMO level (spin up / spin down)   -12.544 / -12.545 eV

CARTESIAN COORDINATES (ANGSTROEM)
C (1.8531, 1.8192, 0.1666)
C (2.4911, 0.5715, 0.1957)
C (-0.0944, 0.4715, 0.0997)
C (-1.7515, -1.3391, 0.4109)
C (-1.3682, -0.1144, -0.4706)
N (0.4834, 1.6838, 0.0156)
N (1.6107, -0.4063, -0.0946)
N (1.8987, -1.7104, 0.0459)
N (-2.2272, 1.0319, -0.3405)
H (2.3319, 2.7729, 0.2438)
H (3.4657, 0.3254, 0.5340)
H (-0.9213, -2.0807, 0.7384)
H (-2.3066, -1.0698, 1.2966)
H (-2.3906, -1.9835, -0.2606)
H (-1.4193, -0.3908, -1.5906)
H (1.4265, -2.2976, -0.6063)
H (2.4251, -2.1744, 0.7429)
H (-2.5806, 1.3216, -1.1846)
H (-0.0767, 2.4945, -0.3239)
H (-2.8497, 1.0746, 0.3818)

***

Computed, not measured: C30H32N7O3PdS as an isolated structure in a non-equilibrium geometry, with ωB97M-V/def2-TZVPD.

Output
Charge   +1
Frontier orbital gap   7.6 eV
ΔE to the lowest compared entry with this formula, charge and spin   0.000 eV
Multiplicity   1
Max |F|   1.29 eV/A
HOMO level   -10.326 eV

CARTESIAN COORDINATES (ANGSTROEM)
Pd (-0.1479, 0.2224, 0.0922)
O (-4.4953, 0.0251, -0.6840)
S (-3.4402, -0.2587, 0.2440)
O (-3.2358, 0.6130, 1.3782)
N (-2.0030, -0.3633, -0.5074)
C (-1.9582, -1.0419, -1.7336)
C (-2.9318, -1.8286, -2.3151)
C (-2.7306, -2.3998, -3.5879)
C (-1.5958, -2.1791, -4.3152)
C (-0.5819, -1.3643, -3.7664)
C (0.5976, -1.0127, -4.4556)
C (1.5059, -0.1793, -3.8649)
C (1.2750, 0.2604, -2.5543)
N (0.2087, -0.0859, -1.8646)
C (-0.7583, -0.8442, -2.4700)
C (-3.7496, -1.9058, 0.8447)
C (-2.7043, -2.7857, 1.0925)
C (-2.9875, -4.0555, 1.5765)
C (-4.3015, -4.4408, 1.8004)
C (-5.3404, -3.5573, 1.5371)
C (-5.0691, -2.2870, 1.0528)
H (-3.8774, -1.9958, -1.8256)
H (-3.5223, -3.0115, -4.0000)
H (-1.4676, -2.5962, -5.3048)
H (0.7583, -1.3913, -5.4573)
H (2.4027, 0.1414, -4.3744)
H (1.9909, 0.9093, -2.0662)
H (-1.6782, -2.4912, 0.8962)
H (-2.1765, -4.7462, 1.7724)
H (-4.5186, -5.4329, 2.1737)
H (-6.3651, -3.8610, 1.7033)
H (-5.8689, -1.5945, 0.8272)
N (1.0513, 2.4192, 1.9085)
C (2.0505, 1.7955, 1.1947)
C (3.3412, 2.3475, 1.1954)
C (4.3641, 1.6449, 0.6099)
C (4.1024, 0.3926, 0.0457)
C (2.8061, -0.0492, 0.0246)
N (1.7813, 0.6663, 0.5387)
C (-0.0089, 1.7764, 2.5551)
C (-0.5045, 2.3465, 3.7216)
C (-1.4284, 1.6464, 4.4645)
C (-1.8445, 0.3979, 4.0264)
C (-1.3782, -0.0494, 2.8093)
N (-0.4534, 0.6023, 2.0923)
H (1.3320, 3.2775, 2.3535)
H (3.5163, 3.2949, 1.6868)
H (5.3675, 2.0486, 0.6133)
H (4.8867, -0.2142, -0.3807)
H (2.5168, -1.0002, -0.4051)
H (-0.1226, 3.2998, 4.0611)
H (-1.7953, 2.0601, 5.3938)
H (-2.5766, -0.1819, 4.5663)
H (-1.5774, -1.0524, 2.4676)
C (2.1707, -5.2171, 2.5369)
N (1.5501, -3.9508, 2.1822)
C (1.7916, -2.8121, 3.0621)
C (0.8861, -3.6335, 1.0266)
O (0.6666, -2.4332, 0.7996)
N (0.4932, -4.5695, 0.1059)
C (0.2146, -5.9849, 0.2705)
C (0.1070, -4.0886, -1.2119)
H (2.8937, -5.0281, 3.3263)
H (2.7115, -5.6466, 1.6937)
H (1.4646, -5.9512, 2.9258)
H (2.2858, -3.1665, 3.9623)
H (0.8551, -2.3300, 3.3454)
H (2.4207, -2.0616, 2.5794)
H (0.3517, -6.3281, 1.2808)
H (0.8442, -6.5819, -0.3940)
H (-0.8284, -6.1735, -0.0013)
H (0.4023, -3.0518, -1.3281)
H (-0.9755, -4.1602, -1.3555)
H (0.5954, -4.7005, -1.9735)

***

Q: Look up the max |F| of the fourth one.
A: 2.32 eV/A

***

Q: Look up the multiplicity of the second one.
A: 1